61
Properties=species:S:1:pos:R:3 method="wB97M-V/def2-TZVPD" homo_lumo_gap_ha=0.24699 energy_ev=-45741.663
Zr -0.40 0.24 0.16
P -1.87 -2.01 0.28
P 1.16 2.46 -0.26
N -0.30 -0.05 -1.80
H -2.18 0.29 2.50
C -3.66 -1.76 0.00
H -4.20 -2.70 0.19
H -3.83 -1.43 -1.03
H -4.03 -0.98 0.68
C -1.82 -2.90 1.87
H -2.52 -3.75 1.83
H -2.10 -2.22 2.68
H -0.80 -3.27 2.05
C -1.44 -3.27 -0.96
H -1.96 -4.21 -0.73
H -0.36 -3.43 -0.97
H -1.74 -2.92 -1.96
C 0.26 4.01 -0.62
H 0.96 4.86 -0.68
H -0.48 4.20 0.17
H -0.27 3.92 -1.57
C 2.11 2.91 1.23
H 2.67 3.85 1.06
H 2.81 2.11 1.48
H 1.43 3.05 2.08
C 2.41 2.40 -1.58
H 3.00 3.33 -1.59
H 1.91 2.27 -2.55
H 3.07 1.54 -1.42
C 0.02 -0.45 -3.02
C -0.45 -0.61 -5.43
C -0.80 -0.16 -4.17
C 1.22 -1.23 -3.27
C 1.55 -1.64 -4.55
C 0.73 -1.34 -5.64
H -1.09 -0.38 -6.28
H -1.71 0.42 -4.00
H 1.84 -1.49 -2.41
H 2.47 -2.21 -4.70
H 1.00 -1.68 -6.64
C -2.07 1.41 2.40
O -1.51 1.57 1.10
C -3.40 2.15 2.44
H -3.63 2.56 3.44
H -4.25 1.51 2.15
H -3.38 2.99 1.74
C -1.13 1.89 3.49
H -0.94 2.97 3.37
H -0.17 1.38 3.47
H -1.55 1.75 4.50
C 3.56 -1.99 2.50
C 2.38 -1.71 3.19
C 1.31 -1.07 2.53
C 1.44 -0.71 1.19
C 2.62 -0.98 0.50
C 3.69 -1.62 1.15
H 4.39 -2.50 3.01
H 2.28 -1.99 4.24
H 0.39 -0.86 3.08
H 2.74 -0.69 -0.55
H 4.61 -1.84 0.61